P | A 2-piece molecular cluster, C3H9N3 overall, computed with ωB97M-V with the def2-TZVPD basis set.

```
! wB97M-V def2-TZVPD RIJCOSX def2/J DEFGRID3
* xyz 0 1
N 2.223 -0.415 -2.067
C 1.438 0.534 -1.412
N 1.345 1.752 -1.849
H 1.691 -1.288 -2.241
H 2.593 -0.017 -2.907
H 0.799 0.124 -0.586
H 0.828 2.299 -1.145
C -2.065 -0.483 0.796
C -0.424 -0.317 2.406
N -0.740 -0.891 1.312
H -1.902 0.426 0.183
H -2.811 -0.270 1.584
H -2.393 -1.263 0.128
H 0.541 -0.563 2.909
H -1.123 0.372 2.888
*
```

E_HOMO in eV: -9.47
SMILES: [H]/N=C/N.C=NC
Orbital gap in eV: 10.392
Lowest unoccupied orbital energy in Ha: 0.034


Q | One molecule with the formula C3H9N3, computed with ωB97M-V with the def2-TZVPD basis set.

```
! wB97M-V def2-TZVPD RIJCOSX def2/J DEFGRID3
* xyz 0 1
C 0.673 -2.113 -0.047
C 0.032 -0.842 0.443
N 0.052 0.161 -0.632
C -0.373 1.479 -0.348
N -0.674 1.719 0.993
N -0.653 2.376 -1.211
H 0.313 -3.036 0.406
H 0.565 -2.307 -1.124
H 1.768 -2.144 0.002
H 0.622 -0.432 1.271
H -0.980 -1.023 0.803
H 0.963 0.158 -1.074
H -1.270 1.064 1.473
H -0.989 2.680 1.062
H -0.048 2.260 -2.017
*
```

E_HOMO in eV: -8.85
SMILES: [H]/N=C(/N)NCC
Orbital gap in eV: 9.749
Lowest unoccupied orbital energy in Ha: 0.033


Most stable structure: Q


P | One molecule with the formula C15H22N2O3S, computed with ωB97M-V with the def2-TZVPD basis set.

```
! wB97M-V def2-TZVPD RIJCOSX def2/J DEFGRID3
* xyz 0 1
C 2.998 3.981 0.450
H 3.752 4.094 1.167
H 2.346 4.668 0.296
H 3.634 3.761 -0.500
O 2.543 2.805 0.663
C 1.600 2.900 1.880
O 1.497 3.929 2.664
C 0.891 1.415 2.073
N 1.187 0.454 1.100
C 0.207 0.215 0.013
O -1.067 0.469 0.273
N 0.762 -0.693 -0.778
C 0.234 -1.092 -2.122
C 0.727 -1.972 -2.887
C 0.326 -2.542 -4.012
C -1.210 -2.186 -4.228
C -1.868 -1.399 -3.495
C -1.331 -0.870 -2.269
H -1.913 -0.529 -1.644
C -3.476 -1.277 -3.589
H -3.704 -0.731 -2.813
H -3.672 -0.771 -4.449
H -3.997 -2.321 -3.601
C -1.920 -2.844 -5.410
H -2.457 -3.872 -5.124
H -2.223 -2.216 -6.199
H -0.935 -3.355 -6.148
H 0.743 -3.229 -4.656
H 1.809 -1.957 -2.666
H 1.634 -0.784 -0.894
H 2.067 0.207 0.920
H -0.143 1.693 1.922
C 0.963 0.925 3.456
C 0.120 -0.078 3.743
H 0.186 -0.921 3.067
H -1.147 0.038 3.796
S 0.460 -1.019 5.394
C -0.594 0.529 6.486
H 0.193 1.282 6.428
H -1.514 0.574 6.351
H -0.432 0.136 7.387
H 1.830 0.714 3.724
H 0.896 1.868 4.231
*
```

E_HOMO in eV: -8.36
SMILES: COC(=O)[C@H](CCSC)NC(=O)Nc1ccc(C)c(C)c1
Orbital gap in eV: 8.566
Lowest unoccupied orbital energy in Ha: 0.007


Q | One molecule with the formula C15H22N2O3S, computed with ωB97M-V with the def2-TZVPD basis set.

```
! wB97M-V def2-TZVPD RIJCOSX def2/J DEFGRID3
* xyz 0 1
N -5.905 -0.516 1.237
S -5.098 -0.902 -0.193
O -4.575 -2.231 -0.062
O -5.968 -0.586 -1.287
C -3.760 0.269 -0.138
C -2.574 -0.085 0.471
C -1.540 0.830 0.543
C -1.690 2.100 -0.018
C -2.911 2.447 -0.606
C -3.942 1.531 -0.667
H -4.884 1.770 -1.134
H -3.037 3.436 -1.020
N -0.683 3.061 0.025
C 0.680 2.986 -0.134
O 1.330 4.004 -0.038
C 1.298 1.650 -0.465
C 2.080 1.127 0.749
H 2.878 1.841 0.962
H 1.425 1.107 1.625
C 2.691 -0.268 0.565
C 1.634 -1.372 0.474
C 2.302 -2.743 0.409
C 3.249 -2.824 -0.784
C 4.296 -1.716 -0.709
C 3.618 -0.350 -0.648
H 4.372 0.439 -0.592
H 3.042 -0.204 -1.564
H 4.954 -1.766 -1.579
H 4.911 -1.858 0.183
H 3.739 -3.799 -0.804
H 2.677 -2.718 -1.708
H 1.539 -3.521 0.332
H 2.865 -2.916 1.330
H 0.976 -1.330 1.345
H 1.023 -1.233 -0.420
H 3.295 -0.462 1.460
H 2.001 1.832 -1.279
H 0.544 0.941 -0.798
H -1.010 4.021 0.050
H -0.630 0.568 1.054
H -2.475 -1.077 0.882
H -6.845 -0.202 1.059
H -5.892 -1.282 1.890
*
```

E_HOMO in eV: -9.13
SMILES: NS(=O)(=O)c1ccc(NC(=O)CCC2CCCCC2)cc1
Orbital gap in eV: 9.595
Lowest unoccupied orbital energy in Ha: 0.017


Most stable structure: Q


P | One molecule with the formula C4H12N2O, computed with ωB97M-V with the def2-TZVPD basis set.

```
! wB97M-V def2-TZVPD RIJCOSX def2/J DEFGRID3
* xyz 0 1
N 2.215 1.506 0.517
C 2.001 0.366 -0.397
C 1.226 -0.810 0.203
N -0.112 -0.418 0.590
C -0.942 -0.066 -0.546
C -2.450 -0.310 -0.397
O -2.822 -0.192 0.990
H -3.466 0.507 1.051
H 1.508 1.474 1.250
H 3.081 1.331 1.027
H 2.982 0.012 -0.711
H 1.522 0.762 -1.291
H 1.279 -1.623 -0.530
H 1.789 -1.105 1.092
H -0.628 -1.018 1.205
H -0.811 0.995 -0.797
H -0.646 -0.566 -1.486
H -2.730 -1.286 -0.802
H -2.996 0.441 -0.966
*
```

E_HOMO in eV: -8.64
SMILES: NCCNCCO
Orbital gap in eV: 9.516
Lowest unoccupied orbital energy in Ha: 0.032


Q | A 2-piece molecular cluster, C4H12N2O overall, computed with ωB97M-V with the def2-TZVPD basis set.

```
! wB97M-V def2-TZVPD RIJCOSX def2/J DEFGRID3
* xyz 0 1
C -1.059 -2.180 -0.749
C -0.886 1.094 1.022
C -1.193 -0.243 0.629
O -1.999 -1.017 1.439
N -0.649 -0.828 -0.403
H -2.450 -0.431 2.058
H -0.608 -2.450 -1.706
H -0.744 -2.922 -0.004
H -2.146 -2.273 -0.848
H -0.957 1.831 0.226
H 0.794 0.898 0.732
H -1.312 1.438 1.960
C 2.041 1.508 -0.929
N 1.573 0.483 0.015
H 2.324 -0.004 0.491
H 0.839 -0.219 -0.418
H 2.619 2.275 -0.412
H 2.649 1.066 -1.719
H 1.166 1.973 -1.382
*
```

E_HOMO in eV: -7.01
Orbital gap in eV: 7.807
Lowest unoccupied orbital energy in Ha: 0.029


Most stable structure: P


P | A 2-piece molecular cluster, C4H12N2O overall, computed with ωB97M-V with the def2-TZVPD basis set.

```
! wB97M-V def2-TZVPD RIJCOSX def2/J DEFGRID3
* xyz 0 1
C -0.927 0.976 1.085
C -1.472 -1.272 0.465
C -1.204 0.467 -1.316
C 3.110 -0.423 -0.811
N 2.169 -0.182 0.362
N -0.742 -0.056 0.034
O 2.653 0.312 1.397
H -0.634 1.935 0.656
H -1.889 0.829 1.413
H -0.334 0.859 1.988
H -1.229 -1.302 1.513
H -2.519 -1.090 0.179
H -0.851 -2.083 0.049
H -0.544 1.388 -1.423
H -1.261 -0.383 -2.014
H -2.267 0.836 -1.233
H 2.626 -0.593 -1.821
H 4.142 -0.055 -0.681
H 1.172 -0.161 0.158
*
```

E_HOMO (alpha / beta) in eV: -8.24 / -8.28
SMILES: C=[NH+][O-].CN(C)C
Orbital gap (alpha / beta) in eV: 9.018 / 8.934
Lowest unoccupied orbital energy (alpha / beta) in Ha: 0.029 / 0.024


Q | One molecule with the formula C4H12N2O, computed with ωB97M-V with the def2-TZVPD basis set.

```
! wB97M-V def2-TZVPD RIJCOSX def2/J DEFGRID3
* xyz 0 1
N 2.004 -1.233 -1.545
C 1.575 -1.468 -0.146
C 1.433 -0.191 0.665
N 0.351 0.679 0.246
C -1.017 0.324 0.326
C -1.946 1.560 0.214
O -3.287 1.154 0.197
H 1.953 -0.260 -1.823
H 1.431 -1.772 -2.154
H 2.236 -2.144 0.393
H 0.651 -2.049 -0.250
H 1.219 -0.479 1.701
H 2.350 0.395 0.713
H 0.608 1.405 -0.405
H -1.360 -0.405 -0.415
H -1.337 -0.112 1.286
H -1.738 2.230 1.046
H -1.712 2.032 -0.739
H -3.415 0.333 0.688
*
```

E_HOMO in eV: -8.62
SMILES: NCCNCCO
Orbital gap in eV: 9.538
Lowest unoccupied orbital energy in Ha: 0.034


Most stable structure: Q


P | A 2-piece molecular cluster, C4H12N2O overall, computed with ωB97M-V with the def2-TZVPD basis set.

```
! wB97M-V def2-TZVPD RIJCOSX def2/J DEFGRID3
* xyz 0 1
O -0.801 3.846 -2.523
C 0.196 4.553 -2.487
N 1.101 4.477 -1.465
C 0.530 5.574 -3.553
H 1.935 5.070 -1.438
H 0.927 3.804 -0.715
H -0.255 5.559 -4.327
H 1.498 5.343 -4.029
H 0.582 6.589 -3.124
N 0.149 0.354 3.257
C 0.057 -0.794 2.360
C -1.173 0.884 3.578
H 0.610 0.060 4.127
H -0.335 -0.447 1.389
H -0.602 -1.592 2.741
H 1.064 -1.216 2.201
H -1.859 0.122 3.985
H -1.072 1.697 4.316
H -1.615 1.298 2.656
*
```

E_HOMO in eV: -8.88
SMILES: CC(N)=O.CNC
Orbital gap in eV: 9.713
Lowest unoccupied orbital energy in Ha: 0.031


Q | A 2-piece molecular cluster, C4H12N2O overall, computed with ωB97M-V with the def2-TZVPD basis set.

```
! wB97M-V def2-TZVPD RIJCOSX def2/J DEFGRID3
* xyz 0 1
C 2.694 -0.028 -0.293
C 1.785 0.561 -1.380
C 0.304 0.266 -1.155
C -0.398 0.904 -0.217
N -1.658 0.462 0.227
N -0.288 -0.877 -1.788
H 3.155 0.756 0.299
H 3.491 -0.633 -0.729
H 2.141 -0.635 0.415
H 1.986 0.109 -2.351
H 1.932 1.633 -1.503
H -0.100 1.840 0.242
H -2.400 1.148 0.201
H -1.902 -0.399 -0.246
H -0.363 -0.687 -2.783
H 0.261 -1.727 -1.695
H -1.785 -0.865 2.956
H -2.720 -1.605 3.899
O -2.086 -0.880 3.880
*
```

E_HOMO in eV: -8.06
SMILES: CC/C(N)=C/N.O
Orbital gap in eV: 8.990
Lowest unoccupied orbital energy in Ha: 0.034


R | One molecule with the formula C4H12N2O, computed with ωB97M-V with the def2-TZVPD basis set.

```
! wB97M-V def2-TZVPD RIJCOSX def2/J DEFGRID3
* xyz 0 1
C -0.067 0.733 0.036
C 1.451 0.676 0.351
C 1.720 0.764 1.834
O 2.187 1.682 -0.267
N -0.487 -0.403 -0.786
C -1.865 -0.792 -0.647
N -2.031 -2.162 -1.182
H -0.245 1.606 -0.579
H -0.687 0.782 0.938
H 1.720 -0.323 -0.019
H 1.427 1.732 2.213
H 1.268 -0.058 2.359
H 2.786 0.611 2.024
H 1.917 1.850 -1.170
H 0.077 -1.242 -0.763
H -2.548 -0.133 -1.192
H -2.177 -0.801 0.408
H -2.977 -2.254 -1.538
H -1.469 -2.271 -2.020
*
```

E_HOMO in eV: -8.79
SMILES: C[C@H](O)CNCN
Orbital gap in eV: 9.822
Lowest unoccupied orbital energy in Ha: 0.038


S | A 2-piece molecular cluster, C4H12N2O overall, computed with ωB97M-V with the def2-TZVPD basis set.

```
! wB97M-V def2-TZVPD RIJCOSX def2/J DEFGRID3
* xyz 0 1
C 1.667 0.497 -1.288
C 0.702 0.873 1.144
N 0.838 -0.135 0.116
N 1.139 -1.466 0.455
H 0.768 -1.707 1.373
H 0.671 -2.031 -0.255
H 1.660 1.345 1.354
H 1.265 1.320 -1.874
H 2.549 0.867 -0.770
H 1.893 -0.356 -1.916
H 0.073 1.661 0.719
H 0.287 0.457 2.067
C -2.331 -0.063 0.323
C -1.179 -0.329 -0.623
O -0.901 0.493 -1.549
H -1.228 -1.395 -0.944
H -3.278 -0.229 -0.187
H -2.306 -0.763 1.162
H -2.289 0.961 0.691
*
```

E_HOMO in eV: -7.57
SMILES: CN(C)N.CC=O
Orbital gap in eV: 8.463
Lowest unoccupied orbital energy in Ha: 0.033


Most stable structure: P